Molecular formula: C4H10O4
Method: DFT, ωB97M-V/def2-TZVPD

Structure (XYZ):
```
18
C4H10O4 | OMol25 | ωB97M-V/def2-TZVPD
C -0.14 1.35 1.63
C -0.64 -0.55 1.27
O 1.07 1.58 1.22
O -1.14 2.15 1.12
H -0.80 2.62 0.35
H 1.08 1.27 0.05
H -0.29 1.20 2.69
H -0.79 -1.33 0.53
H 0.12 -0.93 1.95
H -1.60 -0.48 1.78
C 0.85 -1.74 -1.90
C -0.29 0.16 -1.09
O -0.38 -0.99 -1.73
O 0.81 0.79 -1.05
H -1.26 0.65 -1.00
H 1.55 -1.17 -2.51
H 0.56 -2.66 -2.39
H 1.30 -1.94 -0.92
```

The value obtained for the LUMO energy is 0.68 eV. The total charge is 0. Its HOMO-LUMO gap is 9.25 eV. The calculated total energy comes out at -12496.9919 eV. The calculation puts the energy relative to the best compared isomer or geometry (same formula, charge and spin) at 3.614 eV.